Record 1
# C29H29CoN4O2Se

A molecular structure, C29H29CoN4O2Se at a distorted geometry (ωB97M-V with the def2-TZVPD basis set, OMol25).

XYZ file:
```
66
Properties=species:S:1:pos:R:3:forces:R:3:mulliken_charge:R:1
Co -0.1100 -0.1893 -0.0184 0.706 0.825 0.879 0.307
N 2.2165 -0.1063 -0.1071 -0.253 -0.153 -0.026 -0.297
N 2.5192 1.2353 -0.2204 -0.516 0.449 -0.017 -0.256
C 1.5058 2.1580 -0.4845 -0.344 0.278 0.051 0.558
O 1.8037 3.3409 -0.6073 -0.322 -0.850 -0.007 -0.711
O 0.3105 1.6207 -0.5551 0.518 0.605 -0.347 -0.605
H 2.5602 -0.4738 0.7603 0.162 -0.269 0.511 0.285
H 2.6056 -0.6303 -0.8740 0.096 -0.270 -0.249 0.258
H 3.4647 1.5400 -0.2597 0.490 0.216 -0.008 0.199
C -8.1463 -0.1277 1.0174 0.071 0.027 0.002 -1.486
C -6.6931 0.0086 0.6358 0.033 0.077 -0.028 0.818
C -6.2116 1.1757 0.0385 -0.047 0.062 0.023 -1.083
C -4.8899 1.3043 -0.3677 -0.223 0.121 -0.120 0.602
C -4.4116 2.5882 -1.0102 -0.059 -0.203 -0.001 -1.721
C -4.0349 0.2081 -0.1636 0.191 -0.112 -0.058 0.578
Se -2.3313 0.2746 -0.9549 -0.307 0.571 -0.615 0.213
C -4.4634 -0.9491 0.4897 0.017 -0.306 0.282 1.015
C -3.5368 -2.1134 0.7817 -0.178 0.105 -0.060 -1.327
C -5.8000 -1.0296 0.8704 0.026 -0.128 0.065 -0.921
H -8.7015 0.7837 0.7889 0.044 -0.063 0.026 0.354
H -8.2555 -0.3360 2.0855 0.020 0.020 -0.081 0.338
H -8.6134 -0.9533 0.4733 0.036 0.053 0.038 0.336
H -6.8933 2.0092 -0.1299 0.108 -0.138 0.063 0.246
H -5.2028 3.3413 -1.0046 0.054 -0.105 0.015 0.397
H -4.1020 2.4166 -2.0474 -0.036 0.010 0.133 0.408
H -3.5434 2.9949 -0.4854 -0.068 -0.038 -0.034 0.334
H -2.4931 -1.8556 0.5923 -0.129 -0.021 0.109 -0.320
H -3.7944 -2.9801 0.1640 0.009 0.067 0.007 0.492
H -3.6287 -2.4118 1.8274 -0.028 0.029 -0.018 0.399
H -6.1479 -1.9407 1.3585 0.030 0.164 -0.063 0.394
C -3.7194 1.7369 3.4604 0.026 -0.055 -0.019 -0.655
C -3.2642 0.5510 4.0384 0.042 -0.059 -0.022 -0.678
C -2.1270 -0.0774 3.5563 -0.065 0.002 -0.028 0.250
C -1.4045 0.4526 2.4727 0.362 -0.316 0.023 -0.082
C -1.8638 1.6486 1.9058 0.003 0.175 0.163 -0.510
C -3.0110 2.2787 2.4014 0.206 -0.074 -0.109 -0.454
N -0.2865 -0.2460 1.9351 -0.066 0.032 0.301 0.369
C 0.7026 -0.6993 2.8281 -0.408 0.133 -0.214 -0.237
C 1.0285 -0.0150 4.0128 0.059 0.058 0.096 -0.217
C 2.0421 -0.4614 4.8504 -0.097 0.067 -0.036 -0.574
C 2.7735 -1.6086 4.5520 -0.071 0.096 0.030 -0.566
C 2.4678 -2.2975 3.3903 -0.113 0.025 -0.219 -0.656
C 1.4529 -1.8522 2.5436 0.060 -0.101 -0.005 -0.452
H -4.6067 2.2316 3.8424 0.087 -0.059 -0.042 0.421
H -3.8089 0.1107 4.8702 0.082 0.047 -0.099 0.351
H -1.7837 -1.0049 4.0041 -0.021 0.056 -0.001 0.520
H -1.2821 2.1121 1.1134 -0.039 -0.019 0.075 0.439
H -3.3370 3.2165 1.9580 0.057 -0.122 0.035 0.434
H 0.4872 0.8930 4.2564 0.033 -0.076 0.004 0.464
H 2.2747 0.1048 5.7484 -0.055 -0.053 -0.106 0.369
H 3.5620 -1.9529 5.2103 -0.047 0.030 -0.033 0.378
H 3.0195 -3.1979 3.1357 -0.061 0.062 -0.013 0.412
H 1.2198 -2.4144 1.6452 0.019 0.021 0.059 0.452
N 0.1344 -2.0401 -0.6873 0.194 2.452 -0.292 -0.294
C -0.0087 -3.1530 -0.6610 -0.401 -3.854 -0.090 0.534
C -0.1336 -4.5927 -0.5652 0.096 0.486 0.227 0.389
C -0.0201 -5.3946 -1.6923 0.033 -0.019 -0.245 -0.439
C -0.0343 -6.7713 -1.5458 -0.024 -0.056 0.048 -0.555
C -0.1665 -7.3364 -0.2820 0.001 -0.075 -0.009 -0.370
C -0.3098 -6.5276 0.8392 -0.041 0.023 0.038 -0.657
C -0.2936 -5.1482 0.7030 -0.026 0.007 0.146 -0.360
H 0.0832 -4.9394 -2.6691 0.035 -0.040 0.027 0.471
H 0.0632 -7.4058 -2.4176 -0.004 0.034 0.036 0.400
H -0.1553 -8.4175 -0.1699 -0.037 0.178 -0.027 0.382
H -0.4327 -6.9695 1.8224 0.034 0.054 -0.118 0.403
H -0.3980 -4.4964 1.5645 0.048 -0.081 -0.053 0.514
```
Positions in Å, forces in eV/Å.

- LUMO (spin up / spin down): -0.51 / -2.03 eV
- F_max: 3.88 eV Å⁻¹
- ⟨S²⟩: 6.02
- HOMO level (spin up / spin down): -6.9 / -6.9 eV
- 2S+1: 5

=====

Record 2
# C29H29HfN4OS3

A molecular structure, C29H29HfN4OS3 at a distorted geometry (ωB97M-V with the def2-TZVPD basis set, OMol25).

XYZ file:
```
67
Properties=species:S:1:pos:R:3:forces:R:3:mulliken_charge:R:1
Hf -0.1342 0.3202 -0.4648 0.262 0.695 -0.173 0.543
C -3.3781 -2.0814 0.0114 0.012 -0.008 -0.060 -1.767
C -2.3234 -1.8985 -1.0419 -0.188 0.203 0.142 0.717
N -2.2335 -0.7182 -1.5581 0.130 -0.135 -0.136 -0.669
N -1.4044 -0.6783 -2.6925 -0.257 -0.111 -0.022 0.142
C -1.0907 0.5093 -3.1188 0.259 -0.161 0.011 0.341
S -1.1564 1.9914 -2.2603 -0.203 0.135 -0.004 -0.534
S -0.3112 0.5943 -4.6975 0.029 0.040 0.013 -0.171
C -0.2537 -1.1375 -5.2469 0.064 -0.098 -0.111 -0.652
C -1.5056 -1.6520 -5.9016 -0.052 -0.008 0.051 0.108
C -2.4537 -2.3631 -5.1689 0.100 0.016 -0.064 0.442
C -3.6022 -2.8377 -5.7830 -0.021 -0.027 0.039 -0.739
C -3.8219 -2.6109 -7.1338 -0.046 -0.023 -0.029 -0.399
C -2.8802 -1.9098 -7.8721 0.010 0.020 -0.034 -0.563
C -1.7302 -1.4375 -7.2581 -0.015 0.041 0.031 -0.502
C -1.4692 -3.0254 -1.4452 0.091 -0.056 -0.028 0.491
C -2.0206 -4.2365 -1.8519 0.045 -0.015 -0.019 -0.341
C -1.2218 -5.2647 -2.3243 -0.122 -0.025 0.007 -0.813
C 0.1550 -5.0717 -2.3701 0.079 -0.033 -0.025 -0.605
C 0.7286 -3.8966 -1.9288 0.031 0.074 0.159 -0.993
C -0.0579 -2.8418 -1.4211 -0.241 -0.056 -0.141 0.464
O 0.4910 -1.7726 -0.9229 -0.062 0.511 -0.041 -0.204
H -3.7083 -1.1074 0.3694 0.001 0.000 0.022 0.315
H -3.0216 -2.6959 0.8384 0.028 0.030 0.012 0.415
H -4.2414 -2.5902 -0.4291 0.012 -0.027 0.008 0.495
H 0.0405 -1.7667 -4.4082 -0.036 0.091 0.076 -0.013
H 0.5659 -1.1393 -5.9694 -0.009 -0.001 0.009 0.536
H -2.2703 -2.5340 -4.1177 -0.023 -0.027 0.035 0.409
H -4.3298 -3.3911 -5.2018 -0.001 -0.001 0.005 0.395
H -4.7209 -2.9830 -7.6096 0.000 0.005 -0.006 0.359
H -3.0393 -1.7309 -8.9284 -0.005 -0.004 -0.006 0.358
H -0.9958 -0.8888 -7.8369 0.009 0.010 -0.011 0.374
H -3.0986 -4.3558 -1.8363 -0.022 0.003 0.004 0.345
H -1.6623 -6.1920 -2.6662 -0.003 0.002 -0.002 0.374
H 0.7932 -5.8590 -2.7545 0.009 -0.009 -0.001 0.422
H 1.8023 -3.7558 -1.9446 0.011 0.010 -0.013 0.448
S -2.1890 2.3601 3.4831 -0.061 0.151 -0.135 -0.327
C -1.9665 3.6372 2.3510 0.057 -0.130 -0.017 -0.456
C -1.4388 3.1922 1.1753 -0.085 0.138 -0.020 -0.644
C -1.1907 1.7854 1.1192 0.135 -0.264 -0.165 -0.296
C -1.5744 1.2317 2.3136 0.159 -0.007 -0.228 0.277
C -1.3661 -0.1692 2.5798 0.016 -0.120 -0.001 0.779
C -1.7621 -0.8103 3.7579 0.023 -0.089 -0.008 -0.880
C -1.4695 -2.1448 3.9349 -0.001 0.003 0.007 -0.587
C -0.7794 -2.8277 2.9416 0.029 -0.010 -0.055 -1.074
C -0.4273 -2.1361 1.7969 -0.085 0.026 0.213 -0.441
N -0.7226 -0.8463 1.6003 0.171 -0.226 0.164 0.719
H -2.2298 4.6492 2.6158 -0.015 0.017 0.040 0.443
H -1.2246 3.8634 0.3533 -0.006 0.020 0.005 0.352
H -2.2864 -0.2550 4.5235 -0.004 0.059 -0.032 0.442
H -1.7693 -2.6474 4.8464 0.004 -0.022 -0.007 0.406
H -0.5139 -3.8700 3.0454 0.009 -0.004 -0.009 0.491
H 0.1240 -2.6064 0.9978 0.009 -0.048 -0.006 0.602
C 3.4454 2.2601 0.6516 0.059 -0.043 -0.018 -1.817
C 2.8614 0.8814 0.3141 -0.257 0.192 -0.291 1.982
C 3.8257 0.0894 -0.5759 0.086 0.039 -0.038 -1.515
C 2.6434 0.1000 1.6209 0.270 0.063 0.110 -1.455
N 1.5920 1.0318 -0.3581 -0.313 -0.782 0.764 -0.401
H 4.3619 2.1808 1.2457 0.037 -0.002 -0.006 0.371
H 2.7085 2.8350 1.2140 -0.015 -0.009 0.046 0.342
H 3.6681 2.8119 -0.2638 -0.023 -0.031 -0.025 0.372
H 4.7458 -0.1762 -0.0444 0.033 0.014 0.012 0.358
H 4.0935 0.6702 -1.4611 -0.043 0.023 -0.005 0.356
H 3.3308 -0.8234 -0.9122 0.006 -0.027 0.042 0.117
H 3.5716 0.0045 2.1985 -0.002 0.008 0.004 0.536
H 2.2810 -0.9078 1.4029 -0.047 0.028 -0.047 0.179
H 1.9057 0.6219 2.2347 -0.027 -0.030 0.008 0.244
```
Positions in Å, forces in eV/Å.

- ΔE to the lowest compared entry with this formula, charge and spin: 24.5 kcal per mole
- LUMO: 2.47 eV
- F_max: 1.14 eV Å⁻¹
- Net charge: -1
- HOMO level: -4.4 eV

=====

Record 3
# C29H29IN7O4Zn

A molecular structure, C29H29IN7O4Zn at a distorted geometry (ωB97M-V with the def2-TZVPD basis set, OMol25).

XYZ file:
```
71
Properties=species:S:1:pos:R:3:forces:R:3:mulliken_charge:R:1
Zn 1.1235 0.0079 -1.4199 -2.014 -1.100 0.436 0.431
C 3.6591 3.5628 -0.6643 -0.021 -0.007 0.035 -1.601
C 3.0757 2.3402 -1.3040 0.191 -0.064 -0.354 0.409
N 1.8468 2.0145 -1.2573 0.502 -0.465 1.070 0.197
N 1.1035 2.6486 -0.2503 0.321 0.187 -0.055 -0.446
C 0.8431 1.7303 0.6620 -0.069 0.341 0.517 0.631
O 1.1590 0.5056 0.6407 0.166 0.348 -0.106 -0.867
C 0.1249 2.2264 1.8882 -0.177 0.005 -0.149 0.373
C -0.3126 1.2903 2.8198 0.018 0.046 -0.024 -0.297
C -0.9988 1.6971 3.9549 -0.002 0.005 0.016 -0.694
C -1.2497 3.0456 4.1704 -0.003 -0.028 0.011 -0.303
C -0.8120 3.9837 3.2442 0.013 0.013 -0.025 -0.752
C -0.1296 3.5763 2.1072 -0.024 0.026 -0.003 -0.205
C 4.0213 1.3022 -1.8271 -0.412 0.231 -0.127 0.577
C 5.2354 1.6031 -2.4253 0.134 -0.074 -0.076 -0.694
C 6.0912 0.5601 -2.7439 -0.014 0.130 0.024 -0.396
C 5.7275 -0.7304 -2.4068 0.004 -0.241 0.096 -0.806
C 4.5010 -0.9409 -1.7894 0.187 0.541 0.021 -0.673
N 3.6538 0.0498 -1.5335 0.089 -0.013 -0.196 0.003
H 2.8608 4.2463 -0.3917 0.003 -0.003 0.012 0.349
H 4.3546 4.0507 -1.3501 0.024 -0.001 0.021 0.478
H 4.2132 3.2940 0.2385 -0.007 0.000 0.005 0.311
H -0.0988 0.2481 2.6251 -0.010 -0.020 0.015 0.459
H -1.3409 0.9591 4.6703 -0.012 0.000 -0.005 0.386
H -1.7871 3.3644 5.0555 -0.002 0.000 -0.002 0.385
H -1.0086 5.0369 3.4071 0.000 0.000 -0.001 0.376
H 0.2089 4.2936 1.3710 -0.013 -0.002 -0.005 0.446
H 5.5026 2.6278 -2.6417 -0.012 0.005 -0.018 0.321
H 7.0394 0.7600 -3.2267 -0.001 -0.018 -0.018 0.413
H 6.3848 -1.5666 -2.6063 0.010 0.003 0.024 0.371
H 4.1726 -1.9076 -1.4392 0.261 0.008 -0.061 1.008
N 2.3203 -2.2751 -3.5868 0.232 0.326 0.061 -0.190
C 2.4253 -2.8277 -2.3444 -1.263 -0.678 -0.491 0.413
O 1.9116 -2.3378 -1.3686 1.309 -0.342 0.493 -0.235
C 3.1618 -4.1536 -2.2939 0.265 0.048 0.062 -1.302
I 1.8889 -5.7938 -2.8170 0.049 0.086 0.005 0.022
H 1.6437 -1.5189 -3.6427 -0.251 -0.201 0.008 0.130
H 2.4839 -2.8373 -4.4030 -0.054 -0.014 0.001 0.230
H 3.5172 -4.3335 -1.2849 -0.146 -0.058 0.039 0.472
H 4.0034 -4.1824 -2.9835 -0.050 -0.029 -0.058 0.498
C -2.9518 -5.5449 3.3899 -0.013 -0.001 0.030 -1.405
C -3.1400 -4.2159 2.7078 0.019 0.006 -0.083 0.915
C -4.3971 -3.7708 2.3252 -0.029 -0.013 0.024 -0.716
C -4.5874 -2.5610 1.6676 0.000 0.018 0.024 -0.656
C -3.4860 -1.7608 1.3837 0.019 -0.070 -0.011 0.327
N -3.5501 -0.5264 0.7184 -0.101 0.095 0.317 0.121
C -4.6579 0.1578 0.3210 0.087 0.002 -0.072 0.408
O -5.8122 -0.1691 0.5598 -0.010 0.000 -0.022 -0.758
N -4.4134 1.3190 -0.3958 0.000 -0.008 0.015 -0.036
C -3.2458 1.8318 -0.9960 -0.105 0.105 0.007 0.328
C -3.2709 3.1472 -1.4689 0.043 -0.066 0.006 -0.470
C -2.1479 3.6877 -2.0832 -0.151 -0.292 0.158 -0.923
C -1.0139 2.8892 -2.1459 -0.357 0.475 -0.270 -0.212
N -0.9984 1.6595 -1.6863 0.423 0.133 -0.553 0.101
C -2.0725 1.0945 -1.1719 0.073 -0.053 0.158 -1.481
C -2.2104 -2.2037 1.7405 0.012 0.069 0.011 -0.259
C -2.0477 -3.4100 2.3914 -0.023 0.000 0.042 -1.054
H -3.8629 -5.8555 3.9038 -0.003 -0.006 -0.011 0.361
H -2.1496 -5.5002 4.1283 0.007 -0.002 -0.010 0.352
H -2.6933 -6.3273 2.6717 0.005 0.003 -0.001 0.263
H -5.2659 -4.3833 2.5446 0.001 0.003 0.007 0.312
H -5.5744 -2.2363 1.3811 0.002 0.015 0.020 0.475
H -2.6680 -0.0432 0.6595 0.034 -0.086 -0.185 -0.012
H -5.2642 1.8354 -0.5439 -0.006 -0.015 -0.028 0.225
H -4.1759 3.7374 -1.3631 -0.004 -0.009 0.018 0.327
H -2.1565 4.6951 -2.4789 -0.009 0.000 -0.001 0.398
H -0.0923 3.2369 -2.6028 -0.024 0.156 0.099 0.352
H -1.8551 0.0321 -0.9679 0.010 -0.038 -0.237 1.655
H -1.3462 -1.6034 1.4745 0.028 -0.055 -0.110 0.652
H -1.0459 -3.7359 2.6482 0.003 0.006 0.001 0.377
O -0.3672 -1.0960 -1.5655 0.846 0.637 -0.544 -1.191
```
Positions in Å, forces in eV/Å.

- ΔE to the lowest compared entry with this formula, charge and spin: 117.1 kcal per mole
- LUMO: 2.12 eV
- F_max: 2.34 eV Å⁻¹
- Net charge: -1
- HOMO level: -2.4 eV